# 1
60
Properties=species:S:1:pos:R:3 method="wB97M-V/def2-TZVPD" homo_lumo_gap_ev=8.14 energy_ha=-1492.3203 lumo_ev=0.25 smiles="CCOC(=O)c1ccc(N2C(=O)C[C@H](N(C)CCc3ccc(OC)c(OC)c3)C2=O)cc1" total_charge=0
C -7.111 -2.125 0.580
C -6.858 -1.604 -0.828
H -7.167 -2.332 -1.580
H -7.389 -0.658 -0.981
O -5.466 -1.395 -1.065
C -4.945 -0.239 -0.635
O -5.586 0.622 -0.082
C -3.493 -0.133 -0.924
C -2.848 1.067 -0.628
C -1.497 1.210 -0.867
C -0.779 0.149 -1.411
C -1.417 -1.048 -1.718
C -2.769 -1.188 -1.471
H -3.270 -2.114 -1.702
H -0.853 -1.866 -2.137
N 0.613 0.290 -1.620
C 1.188 1.431 -2.152
O 0.566 2.336 -2.638
C 2.711 1.312 -2.016
N 3.125 2.336 -1.061
C 3.007 3.676 -1.596
H 3.164 4.386 -0.786
H 3.744 3.875 -2.391
H 2.012 3.832 -2.002
C 4.388 2.142 -0.363
H 5.095 2.937 -0.630
C 4.148 2.170 1.161
C 3.098 1.166 1.535
C 1.753 1.495 1.483
C 0.785 0.542 1.747
C 1.120 -0.770 2.054
C 2.483 -1.127 2.071
C 3.439 -0.148 1.826
H 4.475 -0.451 1.868
O 2.983 -2.368 2.331
C 2.213 -3.508 2.002
H 1.752 -3.398 1.018
H 1.439 -3.700 2.748
H 2.920 -4.337 1.987
O 0.197 -1.732 2.366
C -1.167 -1.431 2.225
H -1.483 -0.646 2.919
H -1.693 -2.354 2.466
H -1.412 -1.134 1.200
H -0.253 0.835 1.719
H 1.455 2.502 1.240
H 3.814 3.169 1.443
H 5.087 1.957 1.672
H 4.858 1.196 -0.638
C 2.911 -0.129 -1.551
C 1.536 -0.694 -1.305
O 1.266 -1.794 -0.906
H 3.449 -0.210 -0.606
H 3.430 -0.741 -2.289
H 3.172 1.482 -3.009
H -0.993 2.136 -0.638
H -3.425 1.874 -0.204
H -6.807 -1.380 1.311
H -6.546 -3.039 0.750
H -8.169 -2.332 0.706

# 2
63
Properties=species:S:1:pos:R:3 method="wB97M-V/def2-TZVPD" homo_lumo_gap_ev=8.52 energy_ha=-2000.0946 lumo_ev=0.58 smiles="CCN(CC)C(=O)Cn1c(=O)n(CCCC(=O)NCc2ccc3c(c2)OCO3)c(=O)c2sccc21" total_charge=0
C -6.743 -2.701 0.233
H -7.242 -3.443 0.851
H -6.407 -3.183 -0.681
H -7.462 -1.925 -0.016
C -5.551 -2.130 0.993
N -4.735 -1.232 0.192
C -3.515 -1.662 -0.180
O -3.101 -2.777 0.092
C -2.592 -0.696 -0.944
N -1.522 -0.246 -0.072
C -0.423 -1.025 0.164
C 0.613 -0.537 0.940
C 0.617 0.791 1.477
O 1.532 1.315 2.088
N -0.572 1.469 1.229
C -1.628 1.014 0.469
O -2.625 1.691 0.300
C -0.651 2.866 1.637
H 0.070 2.999 2.447
C -0.342 3.807 0.472
C 1.111 3.713 0.009
C 1.403 2.437 -0.770
O 0.554 1.761 -1.319
N 2.716 2.140 -0.834
H 3.386 2.710 -0.343
C 3.224 0.958 -1.493
C 4.329 0.295 -0.714
C 4.349 0.336 0.673
C 5.359 -0.277 1.411
C 6.340 -0.932 0.710
C 6.324 -0.982 -0.685
C 5.336 -0.375 -1.417
H 5.337 -0.419 -2.494
O 7.410 -1.692 -1.128
C 8.108 -2.092 0.031
O 7.438 -1.610 1.175
H 9.132 -1.684 0.004
H 8.159 -3.192 0.069
H 5.366 -0.243 2.486
H 3.558 0.838 1.208
H 3.586 1.217 -2.497
H 2.372 0.278 -1.614
H 1.333 4.552 -0.657
H 1.781 3.768 0.868
H -0.554 4.827 0.796
H -1.003 3.563 -0.360
H -1.664 3.050 2.000
S 1.898 -1.685 1.097
C 1.027 -2.803 0.129
C -0.174 -2.337 -0.303
H -0.867 -2.919 -0.880
H 1.457 -3.765 -0.069
H -2.150 -1.244 -1.779
H -3.098 0.192 -1.314
C -5.305 0.062 -0.138
H -4.562 0.848 0.020
C -5.852 0.133 -1.565
H -5.075 -0.075 -2.296
H -6.654 -0.584 -1.714
H -6.240 1.131 -1.750
H -6.123 0.240 0.565
H -5.895 -1.588 1.880
H -4.899 -2.947 1.311

# 3
69
Properties=species:S:1:pos:R:3 method="wB97M-V/def2-TZVPD" homo_lumo_gap_ev="6.66 / 5.90" energy_ha=-4816.8390 lumo_ev="-0.13 / -0.13" s_squared=0.77 total_charge=0 multiplicity=2
V -1.942 0.591 -0.580
N -1.229 4.314 1.203
C -1.669 3.804 2.400
C -2.092 2.536 2.143
N -1.908 2.254 0.811
C -1.386 3.344 0.273
C -1.179 3.350 -1.149
N -1.606 2.308 -1.843
C -1.251 2.538 -3.149
C -0.618 3.737 -3.240
N -0.580 4.247 -1.959
H -0.796 5.212 1.075
H -1.616 4.364 3.316
H -2.457 1.795 2.835
H -1.465 1.818 -3.919
H -0.189 4.261 -4.074
H -0.107 5.087 -1.678
O -2.051 -0.930 0.868
C -3.346 -1.474 1.053
C -4.415 -0.613 0.434
C -5.759 -0.880 0.649
C -6.714 -0.132 -0.013
C -6.293 0.876 -0.869
C -4.940 1.102 -1.011
N -4.008 0.373 -0.378
H -1.627 -0.770 1.778
H -3.531 -1.622 2.120
H -3.379 -2.452 0.563
H -6.040 -1.674 1.329
H -7.768 -0.325 0.140
H -6.999 1.490 -1.411
H -4.565 1.898 -1.643
C 1.805 -0.338 -5.539
C 0.670 -0.785 -4.650
O 0.835 -0.154 -3.367
P 0.117 -0.803 -2.080
S 0.588 0.365 -0.555
S -1.833 -1.060 -2.423
O 0.745 -2.267 -1.970
C 2.101 -2.427 -1.485
C 2.088 -2.983 -0.080
H 1.711 -0.796 -6.525
H 2.764 -0.629 -5.111
H 1.798 0.746 -5.658
H 0.665 -1.870 -4.529
H -0.300 -0.488 -5.056
H 2.623 -1.469 -1.530
H 2.581 -3.114 -2.182
H 1.610 -2.283 0.605
H 3.110 -3.157 0.258
H 1.545 -3.928 -0.052
S 3.827 1.656 1.628
C 2.660 0.756 2.398
S 0.996 1.236 2.456
C 0.553 -0.240 3.293
N 1.570 -1.008 3.499
N 2.741 -0.440 3.021
C 3.905 -1.258 3.128
C 3.771 -2.625 2.919
C 4.883 -3.443 3.031
C 6.121 -2.905 3.351
C 6.241 -1.540 3.565
C 5.135 -0.709 3.459
S -1.088 -0.616 3.662
H 2.797 -3.031 2.688
H 4.777 -4.509 2.871
H 6.988 -3.547 3.437
H 7.201 -1.112 3.824
H 5.224 0.353 3.627

# 4
64
Properties=species:S:1:pos:R:3 method="wB97M-V/def2-TZVPD" homo_lumo_gap_ev=7.45 energy_ha=-2354.1793 lumo_ev=0.32 total_charge=0
Ag 0.504 -0.766 -0.023
C 1.898 -5.269 0.823
C 1.341 -3.956 0.355
N 2.026 -2.922 0.065
N 3.373 -2.999 0.314
C 4.261 -2.228 -0.372
N 5.475 -2.158 0.248
S 3.944 -1.541 -1.836
C -0.136 -3.774 0.322
C -0.968 -4.650 -0.357
C -2.338 -4.463 -0.268
C -2.818 -3.438 0.529
C -1.906 -2.613 1.165
N -0.585 -2.752 1.054
H 2.803 -5.528 0.270
H 1.165 -6.063 0.702
H 2.144 -5.223 1.889
H 3.700 -3.593 1.061
H 5.518 -2.205 1.253
H 6.158 -1.581 -0.212
H -0.547 -5.444 -0.961
H -3.016 -5.106 -0.814
H -3.878 -3.260 0.647
H -2.245 -1.791 1.783
C 3.724 2.062 -1.582
N 3.627 2.006 -0.127
C 4.701 2.608 0.646
C 2.865 1.097 0.449
N 2.205 0.360 1.053
H 4.661 1.615 -1.917
H 3.678 3.105 -1.899
H 2.888 1.518 -2.007
H 5.661 2.136 0.413
H 4.495 2.500 1.708
H 4.763 3.671 0.407
C 0.182 1.634 -2.861
O 0.065 0.789 -1.781
H 0.697 1.167 -3.718
H 0.717 2.576 -2.637
H -0.812 1.944 -3.245
O -1.875 -0.467 -0.555
S -2.063 0.926 -1.124
C -3.773 1.256 -0.540
C -4.484 2.259 -1.181
C -5.773 2.570 -0.771
C -6.356 1.867 0.274
C -5.648 0.848 0.902
C -4.359 0.540 0.492
C -1.374 2.094 0.055
C -1.164 3.409 -0.335
C -0.611 4.305 0.566
C -0.263 3.886 1.845
C -0.479 2.569 2.223
C -1.040 1.670 1.327
H -4.028 2.796 -2.007
H -6.327 3.354 -1.272
H -7.362 2.104 0.594
H -6.104 0.294 1.713
H -3.799 -0.261 0.957
H -1.420 3.725 -1.339
H -0.441 5.331 0.265
H 0.176 4.587 2.544
H -0.207 2.235 3.217
H -1.219 0.639 1.614

# 5
67
Properties=species:S:1:pos:R:3 method="wB97M-V/def2-TZVPD" homo_lumo_gap_ev=6.41 energy_ha=-4227.4766 lumo_ev=-3.03 total_charge=+1
Be 0.210 0.224 0.046
N 4.117 0.964 2.180
C 2.640 1.073 2.045
C 1.863 0.756 3.308
C 0.373 0.796 2.946
N 0.074 -0.179 1.874
C -0.010 2.208 2.508
C 0.828 2.712 1.334
N 0.382 2.043 0.106
C 2.327 2.477 1.548
H 4.402 0.215 2.817
H 4.523 1.845 2.505
H 4.489 0.707 1.152
H 2.346 0.348 1.288
H 2.054 1.489 4.092
H 2.125 -0.232 3.692
H -0.209 0.546 3.842
H -0.932 -0.335 1.854
H 0.463 -1.085 2.131
H 0.106 2.884 3.356
H -1.061 2.225 2.224
H 0.676 3.796 1.234
H 0.997 2.301 -0.664
H -0.541 2.396 -0.141
H 2.688 3.202 2.280
H 2.848 2.635 0.602
C 6.203 2.430 -0.809
S 4.609 1.691 -1.301
C 4.617 0.150 -0.392
C 3.470 -0.625 -0.424
S 2.023 -0.084 -1.152
S 3.625 -2.214 0.330
C 5.377 -2.212 0.509
S 6.211 -3.441 1.161
S 6.133 -0.729 -0.026
H 6.553 3.000 -1.664
H 6.916 1.644 -0.593
H 6.071 3.096 0.038
Cl -2.235 -4.917 -1.012
C -2.118 -5.367 -2.683
C -2.380 -6.669 -3.060
C -2.271 -7.029 -4.393
C -1.938 -6.075 -5.340
C -1.699 -4.768 -4.957
Cl -1.373 -3.585 -6.180
C -1.750 -4.383 -3.610
N -1.528 -3.084 -3.196
C -0.444 -2.303 -3.569
C 0.708 -2.884 -4.097
C 1.779 -2.104 -4.485
C 1.722 -0.730 -4.343
C 0.587 -0.147 -3.803
C -0.504 -0.911 -3.416
C -1.761 -0.268 -2.887
C -1.963 -0.572 -1.410
O -2.914 -1.167 -0.968
O -1.006 -0.120 -0.632
H -2.652 -7.394 -2.310
H -2.456 -8.046 -4.696
H -1.876 -6.335 -6.384
H -2.026 -2.815 -2.360
H 0.760 -3.958 -4.188
H 2.657 -2.573 -4.903
H 2.550 -0.112 -4.653
H 0.544 0.930 -3.707
H -2.635 -0.633 -3.429
H -1.685 0.815 -3.010

# 6
61
Properties=species:S:1:pos:R:3 method="wB97M-V/def2-TZVPD" homo_lumo_gap_ev="5.28 / 5.28" energy_ha=-2194.7141 lumo_ev="-8.48 / -8.48" total_charge=+2
Ce 0.660 0.628 -1.802
C -0.829 -1.529 3.561
C -0.111 -0.304 4.144
C -0.516 -0.158 5.613
C 1.411 -0.497 4.078
C -0.479 0.917 3.314
C -1.074 2.053 3.882
C -1.395 3.180 3.152
C -1.118 3.179 1.797
S -1.370 4.405 0.590
C -0.689 3.341 -0.614
N -0.309 2.171 -0.147
C -0.531 2.050 1.200
C -0.212 0.922 1.953
C -0.567 3.718 -2.014
C -0.917 5.020 -2.388
C -0.810 5.418 -3.703
C -0.354 4.510 -4.643
C -0.007 3.216 -4.270
C -0.097 2.740 -2.951
H -0.605 -2.408 4.159
H -0.514 -1.723 2.539
H -1.906 -1.370 3.573
H -0.246 -1.060 6.155
H -1.589 -0.017 5.714
H 0.002 0.675 6.080
H 1.700 -1.372 4.654
H 1.915 0.370 4.499
H 1.757 -0.629 3.057
H -1.287 2.065 4.937
H -1.842 4.041 3.625
H 0.261 0.086 1.435
H -1.266 5.716 -1.637
H -1.074 6.424 -3.989
H -0.269 4.811 -5.676
H 0.338 2.548 -5.057
C 3.992 -1.829 -3.338
C 2.746 -1.693 -2.482
C 2.469 -2.929 -1.637
O 1.582 -1.447 -3.345
C 2.712 -0.399 -1.630
O 2.860 0.679 -2.252
O 2.177 -0.435 -0.498
H 3.887 -2.690 -4.003
H 4.871 -1.986 -2.717
H 4.142 -0.921 -3.924
H 2.334 -3.795 -2.276
H 1.567 -2.777 -1.037
H 3.306 -3.106 -0.966
H 1.917 -1.388 -4.252
C -2.561 -4.115 -2.102
N -2.167 -3.301 -0.967
C -2.791 -3.566 0.316
C -1.472 -2.239 -1.151
N -0.804 -1.304 -1.321
H -2.366 -5.164 -1.878
H -1.987 -3.823 -2.980
H -3.628 -3.989 -2.306
H -2.586 -4.598 0.606
H -3.872 -3.424 0.247
H -2.387 -2.895 1.073

# 7
70
Properties=species:S:1:pos:R:3 method="wB97M-V/def2-TZVPD" homo_lumo_gap_ev="7.10 / 7.55" energy_ha=-6177.7127 lumo_ev="2.25 / 2.25" s_squared=0.75 total_charge=-1 multiplicity=2
Pd -0.458 0.149 0.151
C -2.912 -5.893 -0.152
C -2.588 -5.195 1.166
C -1.107 -5.342 1.514
C -3.015 -3.727 1.147
N -2.328 -2.949 0.127
C -1.149 -2.343 0.219
N -0.875 -1.808 -0.963
N -1.939 -2.099 -1.759
N -2.803 -2.788 -1.120
H -2.659 -6.953 -0.092
H -2.342 -5.456 -0.974
H -3.971 -5.804 -0.399
H -3.177 -5.661 1.962
H -0.475 -5.004 0.688
H -0.866 -6.389 1.702
H -0.841 -4.766 2.403
H -2.795 -3.250 2.102
H -4.082 -3.639 0.949
H -0.521 -2.373 1.099
C 2.525 6.422 1.120
C 3.383 5.254 0.635
C 2.593 4.162 -0.013
N 2.863 2.911 0.104
N 2.040 2.104 -0.634
C 1.135 2.760 -1.299
N 0.238 2.138 -2.114
S 1.238 4.474 -1.073
H 3.146 7.179 1.599
H 1.782 6.080 1.841
H 1.997 6.894 0.289
H 3.923 4.797 1.464
H 4.129 5.614 -0.079
H -0.017 1.204 -1.790
H -0.560 2.678 -2.406
C 2.269 -2.641 0.266
Te 2.030 -0.483 0.337
C 2.645 -0.809 -1.710
C 3.696 -1.874 -1.593
C 4.840 -1.939 -2.378
C 5.786 -2.934 -2.164
C 5.591 -3.871 -1.159
C 4.451 -3.809 -0.365
C 3.502 -2.817 -0.575
H 1.400 -3.062 -0.244
H 2.361 -3.091 1.251
H 3.004 0.095 -2.195
H 1.768 -1.183 -2.243
H 4.996 -1.198 -3.155
H 6.682 -2.971 -2.772
H 6.330 -4.643 -0.982
H 4.306 -4.526 0.436
Cl 0.934 -1.180 3.105
Ge -0.253 0.991 2.845
Cl -2.199 -0.141 2.295
Cl -0.813 1.195 5.062
Cl -6.212 6.755 -0.272
C -5.033 5.469 -0.187
C -5.185 4.358 -0.999
C -4.246 3.339 -0.923
C -3.169 3.435 -0.051
C -3.034 4.560 0.752
C -3.970 5.582 0.694
C -2.130 2.342 -0.008
O -1.079 2.557 0.646
O -2.347 1.292 -0.665
H -6.025 4.295 -1.678
H -4.337 2.450 -1.534
H -2.189 4.616 1.425
H -3.882 6.459 1.321